Formula: C30H40BeBrN3OSb2
Source: the Open Molecules 2025 dataset
Level of theory: ωB97M-V/def2-TZVPD

Summary:
Net charge = +2
Gap between HOMO and LUMO = 0.189 hartree
ΔE to the lowest compared entry with this formula, charge and spin = 0.0 kcal per mole
Highest occupied orbital energy = -0.4624 Eh

The geometry in XYZ format:
```
78
Properties=species:S:1:pos:R:3:lowdin_charge:R:1
Be -0.69 0.92 0.26 -0.057
Br -4.18 -0.03 6.52 0.828
C -3.58 0.43 4.79 -0.657
C -4.24 1.42 4.05 -0.086
C -3.78 1.77 2.80 0.012
C -2.67 1.13 2.24 -0.258
C -2.02 0.14 2.99 -0.041
C -2.47 -0.20 4.25 -0.095
N -2.13 1.45 1.00 0.054
C -2.74 2.19 0.10 0.016
C -1.97 2.52 -1.05 -0.214
C -2.41 3.35 -2.09 0.042
C -1.52 3.70 -3.09 0.011
C -0.20 3.24 -3.01 0.013
C 0.14 2.38 -1.99 -0.063
N -0.72 2.00 -1.04 0.065
H -5.09 1.93 4.48 0.117
H -4.28 2.58 2.28 0.116
H -1.17 -0.36 2.57 0.096
H -1.97 -0.97 4.82 0.113
H -3.74 2.56 0.21 0.150
H -3.43 3.70 -2.11 0.134
H -1.83 4.34 -3.90 0.133
H 0.53 3.53 -3.74 0.128
H 1.14 1.96 -1.91 0.093
C 2.74 -0.87 -3.40 -0.319
Sb 2.21 -0.93 -1.31 1.333
C 4.29 -0.77 -0.69 -0.316
C 2.15 -3.15 -1.29 -0.301
C 1.19 -3.67 -2.27 -0.306
C 1.66 -4.11 -3.51 -0.050
C 0.81 -4.64 -4.45 -0.057
C -0.56 -4.73 -4.19 -0.063
C -1.04 -4.28 -2.99 -0.054
C -0.19 -3.76 -2.01 -0.295
C -0.78 -3.39 -0.71 -0.260
Sb -1.55 -1.32 -0.54 1.468
C -2.67 -1.15 -2.35 -0.271
C -3.28 -1.86 0.63 -0.279
H 3.59 -1.53 -3.56 0.011
H 3.02 0.14 -3.69 -0.001
H 1.91 -1.21 -4.02 0.003
H 4.91 -1.30 -1.40 0.010
H 4.45 -1.19 0.30 -0.002
H 4.58 0.27 -0.68 -0.008
H 1.90 -3.44 -0.27 0.049
H 3.16 -3.47 -1.52 0.071
H 2.72 -4.05 -3.71 0.116
H 1.20 -5.00 -5.39 0.112
H -1.23 -5.16 -4.92 0.112
H -2.10 -4.36 -2.78 0.113
H -0.09 -3.52 0.12 0.054
H -1.67 -3.98 -0.51 0.071
H -3.33 -2.01 -2.43 0.017
H -2.03 -1.11 -3.23 0.015
H -3.27 -0.24 -2.30 0.002
H -3.85 -2.62 0.10 0.022
H -3.91 -0.99 0.78 0.006
H -3.00 -2.25 1.61 0.014
O 0.60 0.65 1.12 -0.086
C 1.06 1.09 2.20 -0.400
C 2.09 0.33 2.96 -0.063
C 3.26 1.29 3.27 -0.153
C 3.51 2.35 2.18 -0.167
C 2.68 3.65 2.26 -0.156
C 1.21 3.46 1.87 -0.139
N 0.75 2.31 2.66 0.108
H 2.44 -0.49 2.33 0.125
H 1.69 -0.10 3.88 0.142
H 4.15 0.68 3.36 0.123
H 3.11 1.78 4.23 0.120
H 3.36 1.89 1.20 0.111
H 4.55 2.64 2.24 0.124
H 3.13 4.40 1.59 0.123
H 2.73 4.05 3.27 0.125
H 1.11 3.22 0.81 0.110
H 0.61 4.34 2.10 0.129
H 1.04 2.46 3.63 0.156
```